(1)
{
  "formula": "C33H31DyF5N3O7Si",
  "method": "ωB97M-V/def2-TZVPD",
  "species": ["Dy", "O", "C", "O", "C", "C", "C", "C", "C", "O", "C", "C", "O", "O", "H", "H", "H", "H", "H", "H", "H", "H", "N", "C", "C", "O", "O", "H", "H", "H", "H", "N", "C", "C", "C", "N", "H", "H", "H", "H", "C", "C", "C", "C", "C", "C", "Si", "C", "C", "C", "C", "C", "C", "C", "C", "C", "C", "C", "C", "H", "H", "H", "H", "H", "H", "H", "H", "H", "H", "H", "H", "H", "H", "H", "F", "C", "F", "C", "F", "F", "F"],
  "coordinates": [[-1.01692, -0.09290, -0.88169], [-2.66371, 2.20996, -4.00444], [-2.69120, 1.94813, -2.80552], [-2.47012, 0.81393, -2.25963], [-3.06382, 3.07619, -1.81168], [-3.81278, 2.50877, -0.59452], [-4.48598, 3.65712, 0.18000], [-3.26243, 4.31264, 0.86483], [-2.12262, 3.40836, 0.36025], [-2.75340, 2.12605, 0.28906], [-1.82085, 3.72021, -1.11335], [-0.47726, 3.08157, -1.54500], [0.17292, 3.64376, -2.42733], [-0.14437, 2.02305, -0.91442], [-3.65220, 3.81087, -2.35915], [-4.45761, 1.66236, -0.80767], [-5.18377, 3.25326, 0.91505], [-5.02803, 4.33137, -0.48429], [-3.34116, 4.25418, 1.95188], [-3.10531, 5.35486, 0.58414], [-1.24386, 3.36315, 0.99733], [-1.75670, 4.78799, -1.31640], [0.40207, 0.33180, -3.12954], [-0.33898, -0.46434, -4.11644], [-0.67045, -1.86385, -3.54260], [-0.68671, -2.81652, -4.32151], [-0.89188, -1.89652, -2.28345], [0.37130, 1.32203, -3.35575], [1.37640, 0.05592, -3.11709], [0.18631, -0.58779, -5.06687], [-1.28850, 0.03412, -4.31375], [-1.60879, 0.93082, 2.67822], [-1.30580, 1.48636, 3.86502], [0.00289, 1.91025, 3.77596], [0.40025, 1.55513, 2.47469], [-0.58949, 0.96761, 1.82478], [-2.48535, 0.53172, 2.36878], [-2.01983, 1.52880, 4.67039], [0.59672, 2.38680, 4.53685], [1.35894, 1.69799, 2.00352], [2.02649, -5.84948, -0.97110], [2.07464, -5.45920, 0.35920], [1.92768, -4.12000, 0.70074], [1.72752, -3.13128, -0.26606], [1.68498, -3.55580, -1.59949], [1.83459, -4.88677, -1.95358], [1.37755, -1.26396, 0.12196], [3.04795, -0.47279, -0.49423], [4.19414, -1.18808, -0.84776], [5.34070, -0.54933, -1.30492], [5.37131, 0.83422, -1.41882], [4.24069, 1.56873, -1.08440], [3.09648, 0.91988, -0.64132], [1.73375, -1.29440, 2.03901], [0.70594, -1.71069, 2.89546], [0.84809, -1.69623, 4.27446], [2.03432, -1.25005, 4.84595], [3.06869, -0.83415, 4.02137], [2.91682, -0.86133, 2.63904], [2.12882, -6.89581, -1.23801], [2.21811, -6.20216, 1.13747], [1.97789, -3.83435, 1.74521], [1.50641, -2.82520, -2.38024], [1.77208, -5.17597, -2.99635], [4.18834, -2.26942, -0.75665], [6.21304, -1.13319, -1.58066], [6.26502, 1.33269, -1.77809], [4.24426, 2.64783, -1.19248], [2.20057, 1.50190, -0.44263], [-0.23485, -2.04214, 2.46361], [0.02983, -2.02007, 4.90910], [2.14775, -1.22599, 5.92454], [4.00000, -0.48574, 4.45720], [3.73740, -0.53478, 2.00813], [-2.04363, -1.99917, 0.60199], [-3.02333, -0.94340, 0.59069], [-3.60954, -1.08340, 1.85929], [-4.08055, -1.47880, -0.36214], [-3.59001, -1.53019, -1.60831], [-5.15802, -0.65308, -0.37255], [-4.56987, -2.71403, -0.07324]],
  "forces_ev_per_angstrom": [[-0.352, 0.738, -0.110], [0.033, -0.194, 0.092], [-0.364, 0.721, -0.037], [-0.131, 0.066, -0.457], [0.071, -0.443, -0.111], [-0.159, 0.244, -0.005], [0.061, -0.080, -0.045], [0.068, -0.105, 0.011], [-0.075, 0.257, -0.025], [-0.114, 0.122, 0.063], [0.290, -0.296, 0.036], [-0.117, 0.557, -0.073], [0.020, -0.170, 0.088], [0.090, -0.165, 0.102], [0.024, 0.055, 0.013], [0.101, -0.080, 0.020], [-0.017, 0.031, -0.009], [-0.019, 0.014, 0.011], [0.024, 0.024, -0.008], [-0.033, 0.019, -0.007], [-0.021, -0.090, 0.006], [-0.013, 0.023, -0.009], [-0.381, -0.134, -0.105], [0.043, -0.285, 0.103], [0.275, 0.305, -0.608], [-0.097, -0.037, 0.201], [-0.117, 0.252, 0.324], [0.012, 0.039, 0.119], [0.068, 0.021, 0.156], [0.023, -0.067, 0.022], [0.006, 0.047, 0.008], [-0.093, 0.003, 0.184], [0.060, -0.001, -0.017], [0.027, 0.036, 0.002], [-0.027, 0.122, 0.112], [-0.061, -0.238, -0.371], [0.055, 0.000, -0.074], [-0.018, -0.008, -0.029], [-0.025, -0.012, 0.015], [-0.026, -0.051, -0.076], [0.020, -0.020, 0.038], [0.011, -0.062, 0.002], [0.073, 0.111, 0.008], [-0.245, 0.098, -0.042], [0.022, 0.104, 0.008], [0.028, -0.056, -0.061], [1.769, -0.807, 0.719], [-0.359, 0.034, -0.122], [0.019, -0.063, 0.094], [0.041, 0.005, -0.007], [-0.003, -0.010, 0.012], [0.101, 0.058, -0.017], [-0.070, -0.035, 0.001], [-0.151, 0.104, -0.210], [-0.017, -0.041, -0.020], [-0.004, -0.019, 0.022], [0.007, -0.003, 0.034], [0.038, 0.010, 0.055], [0.002, -0.046, -0.083], [-0.007, 0.003, -0.012], [0.013, 0.007, 0.002], [-0.036, -0.043, 0.023], [-0.017, -0.072, -0.007], [-0.010, 0.029, 0.002], [0.007, 0.000, -0.038], [-0.003, -0.008, 0.018], [-0.009, 0.011, -0.007], [-0.030, -0.008, -0.003], [0.018, 0.029, -0.018], [-0.004, 0.018, 0.023], [-0.006, 0.000, -0.019], [0.000, 0.008, -0.006], [-0.002, 0.000, -0.011], [0.009, 0.024, 0.033], [0.057, -0.115, -0.128], [0.024, -0.604, -0.204], [-0.074, 0.335, 0.173], [-0.157, -0.127, -0.054], [-0.274, -0.175, 0.311], [0.068, -0.038, 0.004], [0.060, 0.124, -0.024]],
  "mulliken_charge": [1.08, -0.82, -0.18, -0.28, 0.19, -0.23, -1.12, -1.11, -0.40, 0.10, 0.25, -0.50, -0.81, 0.25, 0.51, 0.60, 0.34, 0.40, 0.28, 0.42, 0.78, 0.42, -0.45, -0.42, 0.56, -0.85, -0.43, 0.23, 0.24, 0.41, 0.18, 0.19, -0.83, -0.99, -0.45, 1.02, -0.07, 0.52, 0.45, 0.28, -0.49, -0.72, -0.34, 0.40, -0.32, -0.79, 0.91, 0.22, -0.51, -0.65, -0.45, -0.82, 0.15, 0.45, -0.51, -0.61, -0.53, -0.65, -0.23, 0.33, 0.36, 0.28, 0.35, 0.40, 0.32, 0.35, 0.31, 0.41, -0.06, 0.33, 0.40, 0.31, 0.33, 0.36, -0.33, -0.27, -0.42, 0.76, -0.13, -0.31, -0.34],
  "relative_energy_ev": 0.535,
  "multiplicity": 6,
  "energy_ha": -3641.21668,
  "charge": -2,
  "e_homo_ev": [-2.236, -2.095]
}

---

(2)
{
  "formula": "C13H23ClFeInN",
  "method": "ωB97M-V/def2-TZVPD",
  "species": ["In", "Cl", "C", "H", "H", "H", "Fe", "C", "C", "C", "H", "H", "H", "H", "H", "H", "H", "H", "C", "N", "C", "C", "C", "C", "C", "C", "C", "C", "H", "H", "H", "H", "H", "H", "H", "H", "H", "H", "H", "H"],
  "coordinates": [[0.03121, -0.19329, 0.11447], [0.05769, 1.25864, -1.84374], [-1.91848, -1.22803, 0.01216], [-1.88711, -2.05630, 0.74864], [-2.11315, -1.62325, -1.00343], [-2.74455, -0.56146, 0.33886], [0.61475, -0.00991, -4.13164], [-1.21230, 0.64589, -4.55314], [2.20963, 1.17561, -3.97031], [0.98939, -1.36331, -5.09050], [2.79782, 0.71752, -3.15288], [2.73624, 1.10342, -4.95908], [1.97636, 2.22777, -3.71962], [-1.88837, -0.02730, -3.99499], [-1.37135, 1.68801, -4.22930], [-1.33691, 0.54072, -5.66019], [0.12689, -1.84268, -5.60958], [2.07476, -1.55225, -5.26050], [2.96366, 1.08545, 3.77449], [2.21997, -0.09218, 4.16491], [2.63520, -0.83185, 5.32738], [1.12634, -0.61029, 3.31356], [0.04719, 0.43874, 3.21093], [-0.43810, 0.89552, 4.44754], [-1.29926, 1.99731, 4.42964], [-1.74118, 2.53112, 3.21292], [-1.23775, 2.06857, 1.98114], [-0.37933, 0.98244, 1.98197], [3.99520, 0.95310, 4.13249], [2.57697, 2.01705, 4.25185], [2.96026, 1.22996, 2.68175], [2.12946, -0.48007, 6.25530], [2.39846, -1.90018, 5.20082], [3.71055, -0.68072, 5.47976], [1.52774, -0.96068, 2.31586], [0.71633, -1.52197, 3.81033], [-0.12463, 0.39989, 5.37366], [-1.63547, 2.40725, 5.38479], [-2.49330, 3.32548, 3.20316], [-1.53084, 2.55666, 1.03259]],
  "forces_ev_per_angstrom": [[-0.210, -0.458, 0.750], [-0.056, 0.320, -0.365], [-0.323, -0.348, 0.055], [-0.032, 0.219, -0.474], [-0.049, 0.107, 0.563], [0.477, -0.189, -0.333], [-0.888, 2.944, 3.017], [-0.615, -0.339, -1.262], [1.090, -0.112, -1.068], [0.487, -2.229, -0.906], [-0.010, 0.287, -0.413], [0.000, 0.249, 0.953], [-0.021, -0.625, -0.194], [0.047, 0.300, -0.360], [0.192, -0.461, -0.173], [-0.362, 0.122, 0.810], [1.098, 0.247, -0.114], [-1.007, -0.058, -0.505], [-0.338, -0.046, 0.439], [-0.165, -0.812, -0.630], [-0.429, 0.460, -0.069], [0.888, -0.481, 0.264], [-0.401, 0.064, -0.006], [-0.180, 0.663, -0.911], [-0.222, -0.485, 0.184], [0.161, 0.395, -0.368], [-0.658, 0.241, 0.803], [1.121, -0.523, -0.111], [-0.049, 0.156, -0.280], [0.114, -0.324, -0.326], [-0.026, -0.108, 0.362], [0.166, -0.199, -0.135], [0.254, 0.277, 0.110], [-0.034, -0.294, 0.049], [-0.486, 0.543, 0.716], [0.331, 0.565, -0.241], [-0.050, 0.406, -0.278], [-0.165, -0.058, -0.337], [0.356, -0.051, 0.153], [-0.001, -0.365, 0.632]],
  "nbo_charge": [0.86, -0.61, -1.16, 0.20, 0.21, 0.21, 1.29, -1.11, -1.11, -0.81, 0.21, 0.19, 0.22, 0.21, 0.22, 0.19, 0.19, 0.19, -0.40, -0.48, -0.38, -0.25, 0.02, -0.24, -0.25, -0.23, -0.25, -0.42, 0.18, 0.17, 0.21, 0.15, 0.19, 0.18, 0.20, 0.19, 0.20, 0.20, 0.20, 0.21],
  "relative_energy_ev": 1.755,
  "multiplicity": 6,
  "energy_ha": -2477.71950,
  "charge": -1,
  "e_homo_ev": [-2.907, -5.062]
}

---

(3)
{
  "formula": "C8H24B2O28",
  "method": "ωB97M-V/def2-TZVPD",
  "species": ["O", "C", "O", "B", "O", "C", "O", "O", "C", "O", "C", "O", "O", "O", "C", "O", "B", "O", "C", "O", "O", "C", "O", "C", "O", "O", "O", "H", "H", "O", "H", "H", "O", "H", "H", "O", "H", "H", "O", "H", "H", "O", "H", "H", "O", "H", "H", "O", "H", "H", "O", "H", "H", "O", "H", "H", "O", "H", "H", "O", "H", "H"],
  "coordinates": [[-17.88064, -11.67387, -2.96975], [-17.51980, -12.57343, -3.73283], [-16.34130, -12.76259, -4.15152], [-16.32751, -13.88722, -5.14412], [-17.70329, -14.49640, -5.08224], [-18.44362, -13.77382, -4.28116], [-19.62329, -13.98498, -3.95941], [-15.27016, -14.92396, -4.93952], [-14.45272, -14.93007, -6.03327], [-13.44232, -15.59188, -6.26154], [-15.01572, -13.95238, -7.03647], [-16.02116, -13.31385, -6.43295], [-14.49644, -13.77642, -8.17151], [-16.54879, -18.54322, -2.50443], [-15.96587, -17.62255, -1.95179], [-16.11334, -16.34946, -2.08893], [-15.19912, -15.53539, -1.26610], [-14.53850, -16.49254, -0.39534], [-14.89471, -17.75930, -0.78391], [-14.43430, -18.79042, -0.32912], [-14.26607, -14.77877, -2.12071], [-14.37789, -13.50483, -1.74784], [-13.83399, -12.50971, -2.24022], [-15.41350, -13.41249, -0.63360], [-15.85996, -14.53296, -0.47130], [-15.87070, -12.36967, -0.17205], [-11.00850, -14.53680, -3.59133], [-11.57210, -15.04012, -4.17891], [-11.02688, -13.64738, -3.94463], [-20.84737, -15.87650, -2.38129], [-20.73695, -15.02218, -2.79864], [-21.37086, -16.38163, -3.00341], [-17.61517, -17.17470, -6.13916], [-18.33326, -17.00310, -6.74837], [-17.48156, -16.34265, -5.68520], [-18.26418, -13.82151, -8.39340], [-19.08204, -13.73026, -7.90452], [-17.60405, -14.00439, -7.72480], [-14.74675, -18.43295, -4.80512], [-15.54500, -18.42274, -4.27699], [-14.74763, -17.58952, -5.25772], [-14.17567, -11.03226, -5.02118], [-14.19825, -10.36276, -4.33745], [-14.65884, -11.77058, -4.65016], [-15.88586, -8.93931, -3.41847], [-16.21151, -9.70825, -2.95058], [-16.67371, -8.50919, -3.75091], [-13.04421, -15.77374, -10.05153], [-13.88821, -16.22127, -9.99152], [-13.09736, -15.07304, -9.40158], [-10.97282, -17.62936, -5.51076], [-11.71200, -17.15037, -5.88545], [-11.37233, -18.24402, -4.89528], [-13.28173, -11.47373, -9.60906], [-12.78720, -11.34558, -8.79958], [-13.78016, -12.27741, -9.46112], [-19.36625, -9.81578, -4.14639], [-19.42045, -9.10843, -3.50378], [-18.87022, -10.50453, -3.70389], [-15.26964, -14.00994, -11.25572], [-15.03688, -13.41290, -11.96678], [-15.86792, -13.50526, -10.70474]],
  "forces_ev_per_angstrom": [[0.771, -2.023, -1.466], [-3.238, 1.168, 2.338], [1.807, -1.417, -1.089], [0.659, -0.450, 0.124], [0.993, 0.342, -0.117], [-3.174, 0.709, 1.840], [3.533, 0.796, -1.241], [0.606, 0.141, -0.877], [1.432, -1.556, 0.163], [-2.462, 1.127, 1.353], [1.898, 1.274, -3.192], [0.213, -0.103, -1.859], [-2.578, -0.355, 4.164], [1.758, 1.884, 1.786], [-2.998, -0.325, -2.370], [-0.408, -1.298, -0.452], [0.973, 2.157, -0.607], [-0.870, -4.233, -0.984], [4.099, 0.058, 3.797], [-1.695, 2.377, -1.519], [-0.420, -0.588, 0.519], [2.025, 4.035, -1.469], [-1.188, -3.245, 1.072], [0.560, 8.055, -0.792], [-3.139, -6.889, 1.687], [1.257, -1.867, -0.485], [0.194, -0.065, 0.270], [-0.123, -0.234, -0.209], [-0.089, 0.276, -0.032], [-0.169, -0.414, 0.496], [0.218, 0.301, -0.208], [-0.075, -0.110, -0.129], [0.330, -0.443, -0.008], [-0.167, 0.046, -0.171], [-0.188, 0.269, 0.189], [-0.096, -0.158, -0.375], [-0.223, 0.076, 0.110], [0.194, 0.139, 0.169], [0.366, -0.158, 0.372], [-0.296, -0.152, -0.314], [0.057, 0.282, -0.297], [0.372, -0.141, -0.588], [-0.135, 0.266, 0.199], [-0.040, 0.082, 0.276], [0.359, 0.238, 0.090], [-0.175, -0.382, 0.202], [-0.192, 0.005, -0.229], [0.490, -0.375, -0.167], [-0.229, 0.063, -0.045], [-0.162, 0.249, 0.203], [0.333, -0.020, 0.052], [-0.311, 0.214, -0.216], [-0.142, -0.147, 0.125], [0.144, 0.332, -0.388], [0.041, 0.037, 0.231], [-0.209, -0.337, 0.114], [-0.385, 0.666, -0.555], [-0.106, 0.137, 0.126], [0.124, -0.369, 0.323], [-0.035, -0.200, -0.038], [0.151, 0.131, -0.163], [-0.236, 0.124, 0.260]],
  "nbo_charge": [-0.60, 0.72, -0.64, 1.19, -0.68, 0.70, -0.58, -0.68, 0.69, -0.55, 0.70, -0.66, -0.57, -0.30, 0.73, -0.51, 1.14, -0.54, 0.71, -0.25, -0.64, 0.66, -0.52, 0.67, -0.62, -0.54, -0.94, 0.47, 0.47, -0.96, 0.49, 0.46, -0.96, 0.47, 0.48, -0.94, 0.47, 0.47, -0.94, 0.46, 0.48, -0.96, 0.49, 0.47, -0.96, 0.48, 0.47, -0.95, 0.47, 0.48, -0.95, 0.48, 0.46, -0.96, 0.47, 0.49, -0.96, 0.46, 0.48, -0.94, 0.47, 0.47],
  "relative_energy_ev": 0.607,
  "multiplicity": 2,
  "energy_ha": -2476.09333,
  "charge": -1,
  "e_homo_ev": [-8.391, -8.385]
}